(1)
{"formula": "C2H4O4", "method": "wB97M-V/def2-TZVPD", "homo_ha": -0.4085, "spin_multiplicity": 1, "gap_ev": 11.7, "symbols": ["C", "C", "O", "O", "O", "O", "H", "H", "H", "H"], "positions_angstrom": [[1.0069, -0.0683, 0.3528], [-0.9458, -0.0479, 0.4014], [-0.0237, 0.9467, 0.0522], [0.0332, -1.0549, 0.4320], [1.9957, -0.0822, -0.5489], [-1.9595, -0.1782, -0.5745], [1.3778, 0.2083, 1.3733], [-1.4030, -0.0639, 1.4308], [1.6964, -0.0547, -1.5396], [-1.7780, 0.3951, -1.3794]]}


(2)
{"formula": "C5H11NO4", "method": "wB97M-V/def2-TZVPD", "homo_ha": -0.3561, "spin_multiplicity": 1, "gap_ev": 10.3, "smiles": "C[C@@]1(N)O[C@@](C)(O)C1(O)O", "symbols": ["C", "C", "O", "O", "H", "H", "H", "H", "C", "C", "C", "N", "O", "O", "H", "H", "H", "H", "H", "H", "H"], "positions_angstrom": [[-0.6651, 0.8692, 2.1322], [-0.9154, 0.2745, 0.7561], [-2.2246, -0.1487, 0.6950], [-0.5607, 1.1773, -0.3004], [-2.3588, -0.6700, -0.1068], [-1.2586, 1.7741, 2.2189], [0.3872, 1.1085, 2.2536], [-0.9811, 0.1594, 2.8913], [0.1553, -0.0889, -2.2800], [0.1417, -0.7535, 0.2458], [0.4729, 0.3058, -0.8449], [1.7942, 0.8217, -0.7658], [1.2097, -1.0322, 1.0877], [-0.4689, -1.9212, -0.2081], [0.8873, -1.5603, 1.8291], [0.1966, -2.4613, -0.6522], [2.0792, 0.9679, 0.1945], [1.8604, 1.6966, -1.2713], [0.9595, -0.7080, -2.6673], [-0.7878, -0.6261, -2.3306], [0.0769, 0.8152, -2.8770]]}


(3)
{"formula": "C3H8N2S", "method": "wB97M-V/def2-TZVPD", "homo_ha": -0.2990, "spin_multiplicity": 1, "gap_ev": 8.8, "smiles": "CCN(N)C=S", "symbols": ["C", "C", "C", "H", "H", "H", "H", "H", "H", "H", "H", "N", "N", "S"], "positions_angstrom": [[-2.7603, 0.2306, 0.1832], [-1.5196, -0.2302, 0.8983], [0.7059, 0.7289, 0.3434], [-3.7930, 0.0814, 0.5069], [-2.7899, 1.3008, -0.1666], [-2.8399, -0.5192, -0.7465], [-1.8578, -1.2680, 0.9818], [-1.2423, 0.2522, 1.8454], [0.4766, -0.4436, -1.7418], [0.2726, -1.8734, -0.7825], [0.4828, 1.5704, 1.0781], [-0.2591, -0.1120, 0.1057], [-0.2028, -0.9189, -0.9312], [2.2480, 0.2337, -0.2341]]}


Q: Which formula does entry 2 have?
A: C5H11NO4